A cluster of 14 separate species, C44H122N6O18 in total at a distorted geometry. Source: the OMol25 dataset; level of theory: wB97M-V/def2-TZVPD.

XYZ file:
```
190
Properties=species:S:1:pos:R:3:forces:R:3:mulliken_spin:R:1
C -2.0557 2.7612 7.6250 -0.35 1.40 -0.68 0.0000
C -1.0523 2.3102 6.5251 -2.00 0.20 0.73 0.0002
C -0.9251 3.3829 5.4034 -0.70 0.35 0.05 0.0000
O -2.1839 3.7208 4.7945 0.01 -0.23 -0.46 0.0000
C -2.6322 2.8266 3.7811 -0.01 -0.63 0.75 0.0000
N 0.2094 1.8801 7.1076 0.66 0.32 -0.38 0.0000
H -3.0593 2.9422 7.2400 -0.09 -0.44 -0.44 0.0000
H -1.8153 3.7851 7.9114 0.46 0.01 0.57 0.0000
H -2.1977 2.1361 8.5066 0.55 -0.23 -0.15 0.0000
H -1.5822 1.4666 6.0828 0.54 -0.43 -0.39 -0.0001
H -0.1913 3.0885 4.6530 0.03 -0.43 -0.20 -0.0001
H -0.6250 4.3852 5.7088 0.45 -0.23 0.81 0.0000
H -1.8117 2.5614 3.1144 0.05 -0.08 -0.12 0.0001
H -3.4698 3.1748 3.1767 0.30 0.86 0.20 0.0000
H -3.0416 1.9351 4.2561 0.25 -0.40 -0.04 0.0000
H 0.6374 2.6883 7.5364 0.39 0.47 -0.24 0.0000
H 0.0570 1.3211 7.9349 -0.44 -0.54 -0.08 0.0000
C -2.8067 4.5228 -2.6173 0.01 0.47 -0.01 -0.0001
C -1.8538 3.7876 -1.7026 -0.20 1.03 0.31 0.0002
C -0.3841 4.0243 -2.0846 -0.69 0.22 0.53 0.0000
O 0.0083 5.3824 -1.9423 0.38 0.09 0.23 0.0000
C 1.4164 5.5475 -2.1696 0.02 -0.55 -0.29 0.0000
N -2.1603 4.1241 -0.2776 0.17 -1.07 -0.62 0.0001
H -2.5683 5.5795 -2.4967 0.00 0.13 -0.59 0.0000
H -3.8634 4.4365 -2.3641 -0.03 -0.35 0.32 0.0000
H -2.7060 4.1510 -3.6370 0.15 0.37 -0.18 0.0000
H -1.9935 2.7231 -1.8910 0.02 -0.40 0.40 -0.0003
H -0.2192 3.6758 -3.1042 0.01 -0.02 -0.26 0.0000
H 0.1215 3.3251 -1.4186 0.94 0.25 0.18 0.0000
H 1.6482 5.2892 -3.2028 0.04 -0.68 -0.12 0.0000
H 1.9675 4.9402 -1.4515 0.16 -0.30 -0.19 0.0000
H 1.8652 6.5393 -2.1159 -1.15 0.50 0.60 0.0000
H -3.1029 4.4768 -0.1921 -0.03 0.25 0.06 0.0000
H -1.5346 4.7429 0.2179 0.24 0.13 -0.46 0.0000
C 0.9570 -6.9747 -1.1892 0.51 -0.49 -0.30 0.0006
C 0.6041 -6.5830 -2.6274 0.22 -0.46 1.20 -0.0028
C -0.1874 -7.7146 -3.3198 2.01 -0.35 -1.25 0.0063
O 0.4842 -9.0226 -3.2079 -0.93 0.46 0.38 0.0039
C 1.5792 -9.3764 -4.0973 -0.70 1.03 0.70 -0.0002
N -0.0392 -5.2708 -2.5925 -0.15 0.69 -0.25 0.0532
H 1.4310 -6.1193 -0.7078 -0.15 -0.09 0.31 0.0017
H 1.6592 -7.8074 -1.1522 0.22 0.11 -0.28 -0.0003
H 0.1225 -7.3873 -0.6222 -0.35 0.55 0.03 -0.0006
H 1.5152 -6.3427 -3.1754 0.23 -0.56 -0.04 -0.0009
H -0.2170 -7.4573 -4.3786 -0.26 -0.02 -0.29 -0.0003
H -1.2178 -7.7102 -2.9643 0.13 -0.72 0.33 0.0004
H 2.4143 -8.7149 -3.8664 0.16 0.17 -0.49 0.0001
H 1.2615 -9.3519 -5.1397 0.10 0.29 -0.08 0.0001
H 1.9386 -10.3839 -3.8881 -0.54 -0.01 0.35 0.0001
H -0.9976 -5.2314 -2.2763 -0.32 -0.46 0.01 -0.0030
H -0.0062 -4.8628 -3.5158 -0.20 0.20 -0.12 -0.0027
C 4.0504 3.2898 -4.3733 0.26 0.38 -0.10 0.0000
C 4.5696 4.0952 -3.2032 2.50 0.54 0.45 0.0000
C 4.9583 3.3272 -1.9257 -0.60 0.72 0.51 0.0000
O 3.8119 2.7318 -1.3552 -0.35 -0.63 -0.01 -0.0003
C 3.8936 2.1155 -0.0593 -0.58 0.51 -1.00 0.0002
N 5.8403 4.8201 -3.6101 -1.07 -0.17 -0.37 0.0000
H 4.8616 2.7653 -4.8781 0.11 -0.08 0.08 0.0000
H 3.6722 4.0311 -5.0772 -0.26 -0.34 -0.19 0.0000
H 3.2883 2.5604 -4.0989 -0.21 0.36 -0.05 0.0001
H 3.8874 4.9143 -2.9758 -0.18 -0.32 0.26 -0.0001
H 5.3549 4.0720 -1.2357 0.08 0.20 0.23 0.0000
H 5.7770 2.6241 -2.0793 -0.02 -0.41 -0.34 0.0000
H 4.5958 1.2824 -0.0288 0.19 0.07 0.01 0.0001
H 2.8769 1.7503 0.0861 0.11 -0.26 0.21 -0.0001
H 4.0828 2.8607 0.7133 0.37 0.03 0.08 0.0000
H 6.0487 5.5898 -2.9902 -0.16 0.04 0.10 0.0000
H 6.6616 4.2324 -3.6208 -0.07 -0.34 -0.04 0.0000
C 1.3595 -1.8689 -1.5399 0.42 -0.41 -0.97 0.1425
C 0.7962 -2.1522 -0.1478 -0.22 1.98 1.56 -0.0189
C -0.0943 -0.9124 0.3268 0.18 -1.57 0.12 -0.0229
O 0.7085 0.1452 0.6331 1.14 1.68 0.17 0.0035
C 0.0838 1.4029 1.0313 0.52 -0.84 0.10 0.0004
N 0.0137 -3.3163 -0.2887 -0.08 1.51 -1.68 0.6313
H 1.9675 -0.9664 -1.6018 -0.09 0.12 0.51 -0.0007
H 0.5469 -1.7759 -2.2604 -0.05 -0.05 -0.06 -0.0012
H 1.9975 -2.7135 -1.8000 0.02 0.06 -0.34 0.0162
H 1.6370 -2.4337 0.4862 0.27 0.60 0.34 0.0310
H -0.6687 -1.2102 1.2040 -0.37 -0.22 0.22 -0.0012
H -0.7899 -0.6975 -0.4844 -0.20 0.02 -0.24 -0.0055
H 0.8703 2.0299 1.4511 0.22 -0.22 -0.07 -0.0005
H -0.6311 1.2328 1.8364 -0.32 -0.10 -0.22 0.0003
H -0.3392 1.9572 0.1935 -0.32 -0.36 -0.06 0.0007
H 0.3803 -3.9031 -1.0245 0.71 -2.10 -0.33 0.0056
H -0.8626 -3.0122 -0.6885 -2.17 -0.17 0.58 -0.0131
C -1.6759 0.3160 -4.0803 0.28 0.55 0.92 0.0001
C -2.8551 -0.0190 -3.1352 0.65 1.59 -1.98 0.0014
C -4.0345 0.9485 -3.3234 0.70 0.71 2.28 0.0000
O -4.6240 0.8347 -4.5300 -0.57 -0.09 -2.41 0.0000
C -5.7642 1.6696 -4.7857 0.99 -0.30 -0.11 0.0000
N -3.2388 -1.3504 -3.4052 -0.87 -1.74 0.04 0.0001
H -0.8594 -0.3664 -3.8445 -0.06 -0.41 -0.48 -0.0008
H -1.2181 1.2821 -3.8675 -0.32 0.35 0.13 -0.0001
H -1.9407 0.3382 -5.1375 -0.09 -0.40 0.10 -0.0001
H -2.4829 -0.0091 -2.1108 -0.14 0.59 0.19 -0.0012
H -3.6765 1.9598 -3.1305 0.11 0.42 -0.01 0.0000
H -4.7858 0.7548 -2.5579 -0.18 -0.21 0.59 -0.0001
H -6.4819 1.5641 -3.9723 -0.41 -0.29 -0.27 0.0000
H -6.0651 1.3808 -5.7928 -0.62 -0.21 0.40 0.0000
H -5.5417 2.7333 -4.8706 0.55 0.16 0.28 0.0000
H -4.1240 -1.4943 -2.9407 -0.41 -0.38 0.29 0.0000
H -3.5191 -1.5356 -4.3576 0.53 0.32 -0.48 0.0000
C 2.4552 0.3950 3.9896 -0.11 -0.02 -0.60 0.0003
C 1.2647 -0.4893 4.3402 0.62 1.07 -1.20 -0.0013
C 1.3268 -1.8552 3.7015 0.33 -0.25 1.23 0.0050
O 1.1997 -0.5874 5.7301 -0.55 -0.89 0.06 0.0001
H 3.3097 0.1296 4.6121 0.12 0.00 -0.23 0.0000
H 2.2108 1.4487 4.1244 0.00 0.09 0.38 0.0001
H 2.6527 0.3002 2.9218 0.41 -0.12 -0.11 -0.0003
H 0.4164 0.0299 3.8943 -0.66 0.11 0.27 0.0005
H 2.2299 -2.3105 4.1080 0.08 -0.41 -0.20 0.0000
H 1.3704 -1.8678 2.6124 -0.10 0.27 0.12 -0.0037
H 0.4745 -2.4118 4.0910 0.01 -0.22 -0.26 0.0010
H 1.0884 0.3110 6.0497 -0.17 0.59 0.61 -0.0001
C 4.5108 -1.7072 -4.3308 -0.12 1.02 -0.73 -0.0002
C 4.0667 -0.2300 -4.3850 -0.42 0.85 0.10 -0.0002
C 2.5446 -0.0680 -4.6545 0.10 -1.18 0.40 0.0014
O 4.3748 0.3683 -3.1108 0.18 -1.18 0.14 -0.0004
H 3.9081 -2.1937 -3.5638 0.12 -0.34 -0.22 -0.0003
H 5.5782 -1.8619 -4.1732 -0.05 0.39 0.54 0.0000
H 4.3842 -2.1231 -5.3304 -0.61 -0.26 0.08 0.0000
H 4.6040 0.3236 -5.1550 0.26 -0.13 -0.13 0.0005
H 2.0836 0.8423 -4.2711 0.39 0.16 -0.11 0.0000
H 2.0750 -0.8859 -4.1080 -0.28 -0.08 0.21 -0.0018
H 2.2218 -0.2303 -5.6829 0.38 0.21 -0.17 0.0002
H 4.1314 1.2936 -3.0317 -0.23 0.07 -0.15 0.0004
C 4.6638 -2.0594 -0.6625 -0.64 -0.63 1.07 0.0023
C 6.1382 -1.8270 -0.6449 0.77 -1.51 -1.55 0.0004
C 6.9189 -3.2059 -0.8153 -0.31 1.52 0.97 0.0000
O 6.4548 -1.0900 -1.7983 0.73 0.59 -0.35 0.0000
H 4.3794 -2.6766 -1.5148 0.04 0.07 -0.07 -0.0006
H 4.0863 -1.1350 -0.6487 0.07 0.13 -0.14 -0.0020
H 4.4130 -2.6103 0.2439 -0.30 -0.15 0.13 0.0009
H 6.4327 -1.2517 0.2328 0.20 -0.28 0.27 0.0000
H 6.7834 -3.6203 -1.8143 -0.44 0.08 0.10 0.0000
H 6.6010 -3.8884 -0.0271 0.11 -0.25 -0.12 0.0000
H 7.9893 -3.0220 -0.7220 0.00 0.01 0.15 0.0000
H 5.6407 -0.7712 -2.1947 -0.07 0.53 -0.14 -0.0002
C -2.0264 -2.5267 5.6138 -0.09 0.78 0.25 -0.0022
C -3.0014 -1.4537 5.1136 -0.22 0.17 -1.13 0.0003
C -2.6267 -0.7945 3.7849 1.41 0.74 -0.45 0.0009
O -4.2376 -1.9918 4.8066 -2.20 -1.38 0.34 0.0001
H -1.1185 -2.0593 5.9950 0.29 -0.06 -0.30 -0.0002
H -1.8221 -3.2356 4.8114 0.13 0.06 0.09 0.0027
H -2.4416 -3.0711 6.4621 -0.29 0.01 -0.12 0.0000
H -3.2833 -0.7325 5.8808 0.74 0.30 0.13 0.0000
H -3.3559 -0.1710 3.2677 -0.50 0.57 1.08 -0.0001
H -2.5257 -1.4803 2.9437 0.58 -0.97 0.42 0.0017
H -1.6985 -0.2286 3.8640 0.17 0.12 -0.16 0.0004
H -4.1163 -2.6134 4.0851 0.03 -0.26 -0.08 0.0000
C -5.5278 3.1510 1.1484 -0.46 -1.75 0.30 0.0000
C -4.8884 2.0787 0.2947 0.87 -0.50 -0.09 0.0002
O -3.5136 1.7722 0.6158 -1.38 -0.88 0.40 -0.0002
O -4.9595 4.3635 0.8148 -0.14 1.31 -0.20 0.0000
H -5.4745 2.9518 2.2187 0.75 -0.27 0.24 0.0000
H -6.6086 3.0685 1.0331 -0.30 0.47 -0.78 0.0000
H -4.8780 2.3479 -0.7614 -0.43 0.52 -0.12 0.0000
H -5.4911 1.1711 0.3289 0.20 -0.25 0.38 0.0000
H -2.9953 2.5326 0.3424 0.71 0.78 -0.05 0.0000
H -5.6034 5.0409 1.0341 0.22 0.38 0.00 0.0000
C -5.0571 -2.3639 -0.4913 0.33 0.09 -0.43 0.0012
C -3.6052 -1.8022 -0.2683 -0.95 -0.93 -1.26 -0.0012
O -2.6527 -2.4480 -1.0913 0.97 -1.02 1.25 0.0031
O -5.4858 -2.2947 -1.8999 0.90 0.60 1.31 0.0000
H -5.6514 -1.7778 0.2097 -0.53 0.19 -0.32 0.0001
H -5.1823 -3.4114 -0.2172 0.48 -0.09 0.26 -0.0001
H -3.2828 -1.9981 0.7544 -0.43 0.35 0.20 0.0010
H -3.5801 -0.7440 -0.5288 -0.26 0.23 0.58 -0.0011
H -2.6454 -2.0375 -1.9591 -0.24 -0.06 -1.37 0.0013
H -6.4346 -2.3965 -2.0043 -0.10 -0.03 0.38 0.0000
C 1.6660 5.2798 1.4945 0.57 0.07 0.92 0.0001
C 1.2774 4.9187 2.9114 0.60 0.07 1.40 0.0001
O 2.0260 5.6891 3.8985 -0.99 0.10 -0.66 0.0000
O 1.5583 6.6601 1.1682 -0.58 -0.75 -0.19 0.0000
H 1.0440 4.6395 0.8689 0.06 0.38 -0.62 -0.0001
H 2.7147 4.9891 1.4327 0.17 -0.26 -0.54 0.0000
H 1.4909 3.8788 3.1587 0.24 -0.43 -0.65 0.0000
H 0.2036 4.9510 3.0957 -0.05 0.91 0.16 0.0000
H 2.8480 5.2366 4.1016 -0.02 -0.15 -0.09 0.0000
H 2.3042 7.1191 1.5612 -0.02 -0.01 0.22 0.0000
C -2.4396 -4.5584 1.9099 1.15 -1.32 -0.41 -0.0077
C -1.0572 -4.4547 2.5676 -0.34 0.41 -0.27 0.0182
O -0.0656 -5.0499 1.7581 -0.21 -0.44 0.30 0.1439
O -3.4360 -4.0148 2.6847 -1.10 0.73 0.96 0.0029
H -2.6697 -5.6104 1.7410 0.23 -0.24 -0.26 -0.0007
H -2.4379 -4.0457 0.9480 0.47 -0.01 -0.42 0.0020
H -0.9524 -4.9658 3.5247 -0.48 0.03 0.04 0.0151
H -0.8711 -3.3900 2.7084 0.27 0.09 0.24 -0.0127
H 0.1194 -4.4655 1.0193 0.28 0.35 -0.47 0.0059
H -4.2511 -4.3125 2.2740 -0.37 0.11 0.31 0.0000
```
Positions in Å, forces in eV/Å.

total charge = +1
frontier orbital gap (spin up / spin down) = 0.3412 / 0.1320 Eh
HOMO level (spin up / spin down) = -11.1 / -11.1 eV
spin multiplicity = 2
E_tot = -3431.9033 Ha
max |F| = 2.6 eV/Å